# 1
Formula: C4H8N3OS
Source: the Open Molecules 2025 dataset
Level of theory: wB97M-V/def2-TZVPD

XYZ file:
```
17
Properties=species:S:1:pos:R:3:forces:R:3:mulliken_charge:R:1
C 0.86139 0.04741 0.68736 0.88 0.15 1.04 0.050
C -1.59489 0.84209 2.06220 0.01 1.72 -0.63 0.253
C 2.20843 -0.62352 0.64706 -1.13 -1.49 -1.57 -1.166
C 0.65905 0.05733 -1.75013 -0.23 3.51 -0.72 -1.003
N -1.02739 1.05262 -0.30678 -0.30 -0.11 -1.28 -1.424
N 0.27816 0.41040 -0.39059 -0.28 -0.74 1.22 0.542
N -1.46877 1.11517 0.89470 0.32 -0.60 0.63 0.382
O -2.97410 -0.85286 -0.51713 1.13 -0.16 -0.17 -0.766
S -1.85151 1.51540 3.56729 0.14 -0.80 -0.07 -0.461
H 2.75658 -0.55134 1.58567 -0.24 -0.52 -0.10 0.271
H 2.83117 -0.29466 -0.15522 0.94 1.20 -0.60 0.376
H 2.09347 -1.66965 0.17425 -0.01 0.73 1.60 0.262
H 1.72275 0.12376 -1.70747 0.90 -0.17 -0.46 0.440
H 0.37957 -0.91723 -2.06647 -0.67 -0.74 -0.19 0.289
H 0.32194 0.91740 -2.47752 0.30 -1.90 1.30 0.249
H -2.03487 -0.47716 -0.67075 -2.11 -0.13 0.54 0.378
H -3.16098 -0.69516 0.42354 0.37 0.05 -0.53 0.327
```
Positions in Å, forces in eV/Å.

Summary:
Relative energy (zero: lowest compared OMol25 entry of this formula, charge and spin)   127.37 kJ/mol
Net charge   -1
HOMO energy   -3.01 eV


# 2
Formula: C14H13Cl2CoN4S
Source: the Open Molecules 2025 dataset
Level of theory: wB97M-V/def2-TZVPD

XYZ file:
```
35
Properties=species:S:1:pos:R:3:forces:R:3:mulliken_charge:R:1
Co -0.90538 -2.22908 -0.01037 -1.17 -5.27 -0.50 -0.289
N 0.62464 -2.17287 3.75593 0.70 2.85 -1.27 -0.275
C 0.30123 -2.05829 2.47162 -0.12 -1.91 0.63 0.544
S -0.31745 -3.45698 1.68179 0.04 -0.61 0.82 -0.174
N 0.53666 -0.87275 1.84895 -0.22 1.71 -1.18 -0.617
N -0.06481 -0.80729 0.63379 3.02 3.59 3.19 0.779
C -0.22774 0.41668 0.04509 1.05 -1.89 2.27 0.241
C 0.36826 1.58624 0.57235 0.01 2.24 0.45 -0.190
C 1.73145 1.89492 0.50879 0.18 -1.32 0.47 -0.056
C 2.20261 3.08531 1.03084 1.56 -0.88 -1.30 -0.600
C 1.37270 3.95436 1.69331 0.29 1.61 0.47 -0.369
C 0.01967 3.72942 1.69802 -1.08 -1.09 -0.20 -0.674
C -0.49453 2.55336 1.11717 0.49 1.04 -0.19 -0.181
C -1.12338 0.30083 -1.02072 -0.88 -0.57 -4.07 0.454
C -1.47055 1.29564 -1.98983 -0.29 0.83 2.53 -0.297
C -2.28465 0.91913 -3.07934 0.83 1.72 0.33 -0.466
C -2.47504 -0.38127 -3.35265 -1.15 -2.31 0.49 -0.669
C -2.21940 -1.33152 -2.32744 2.06 1.03 -0.69 0.181
N -1.44065 -1.05344 -1.26795 -3.60 3.54 -3.11 -0.002
H 0.21554 -2.86784 4.31241 -0.36 -1.40 0.74 0.248
H 1.05061 -1.36811 4.23766 -0.28 -0.51 -0.31 0.295
H 2.44561 1.13196 0.15573 -0.41 0.64 -0.17 0.390
H 3.25479 3.25195 0.73596 -0.57 0.40 0.99 0.367
H 1.72006 4.88946 2.17493 0.08 -0.75 -0.53 0.391
H -0.64680 4.47425 2.12500 0.02 -0.28 -0.03 0.421
H -1.55368 2.43211 1.02321 -0.52 -0.15 0.23 0.547
H -1.25700 2.40921 -1.73109 -0.22 -2.18 -0.70 0.399
H -2.73659 1.66740 -3.70654 0.33 0.30 -0.32 0.484
H -2.94466 -0.76382 -4.26831 0.00 0.45 0.47 0.389
H -2.47843 -2.34957 -2.53494 -0.14 -0.53 0.31 0.518
Cl 0.24359 -3.36063 -2.03535 0.19 0.01 0.19 -0.055
C 1.85935 -3.51263 -1.27784 0.23 -1.57 1.15 -0.144
Cl 2.19581 -5.24823 -0.89769 -0.33 1.11 0.02 -0.080
H 1.87680 -2.91159 -0.35315 -0.01 -0.41 -0.54 0.089
H 2.62136 -3.24631 -1.96933 0.25 0.55 -0.65 0.404
```
Positions in Å, forces in eV/Å.

Summary:
Spin multiplicity   5
Net charge   +2
HOMO energy (spin up / spin down)   -15.51 / -15.50 eV


# 3
Formula: C10H20Cl2N2STi
Source: the Open Molecules 2025 dataset
Level of theory: wB97M-V/def2-TZVPD

XYZ file:
```
36
Properties=species:S:1:pos:R:3:forces:R:3:mulliken_charge:R:1
Ti 0.33673 0.85775 -1.23049 0.26 1.70 1.35 -0.099
Cl 2.30876 0.63377 -0.18231 1.99 0.18 1.21 -0.549
Cl -1.82019 1.56834 -1.07910 -1.77 0.92 0.21 -0.613
C 0.86273 2.19078 -2.45905 -0.76 -0.30 -1.98 -0.709
H 0.09571 2.64309 -3.16274 0.71 -0.16 0.82 0.212
H 1.81184 2.05659 -3.01326 -0.01 0.29 0.37 0.242
C -0.84594 -1.49168 -0.92598 -0.97 -0.74 0.16 -0.280
C -0.30679 -0.98958 -2.03600 0.58 1.66 -2.50 -0.543
H -1.78339 -1.12167 -0.55430 -0.34 0.06 -0.06 0.564
C 1.12176 -1.26100 -2.39363 1.41 -1.76 -0.58 -0.224
H -0.74848 -0.15043 -2.63967 -0.23 -1.11 0.15 0.546
C 1.33051 -2.79281 -2.37987 -0.06 -0.10 -0.01 -0.831
H 1.43762 -0.81029 -3.33628 -0.36 -0.09 -0.07 0.323
H 1.88157 -0.90718 -1.64980 -0.89 -0.12 -0.57 0.064
C 0.98491 -3.30058 -0.96517 0.39 0.00 0.21 -0.666
H 0.63690 -3.24801 -3.09391 0.02 -0.02 -0.11 0.347
H 2.36289 -3.09597 -2.69359 -0.72 0.28 0.43 0.351
C -0.36378 -2.77418 -0.37532 1.00 -0.94 0.42 -0.432
H 0.95638 -4.39916 -0.97989 0.03 0.17 0.11 0.341
H 1.81468 -3.01785 -0.29585 -0.27 0.01 -0.16 0.288
H -1.08537 -3.60189 -0.48789 -0.26 0.50 -0.26 0.354
H -0.28399 -2.66374 0.70261 0.27 -0.14 0.35 0.165
C -2.53635 3.26886 3.10058 0.28 0.11 -0.41 -0.971
N -1.61556 2.55739 2.20032 -0.43 -0.07 0.11 0.018
C -0.76735 1.59750 2.62328 0.08 -0.87 -0.98 0.387
S -0.22875 0.34516 1.59053 -0.37 0.67 1.73 -0.282
N -0.38069 1.66270 3.93619 0.45 -0.01 0.28 -0.294
C 0.03157 2.93221 4.56559 -0.08 -0.28 0.20 -0.934
H -2.60298 2.76699 4.07674 0.04 0.12 -0.37 0.330
H -3.53358 3.29474 2.63795 0.32 -0.02 0.16 0.334
H -2.18989 4.30469 3.24198 -0.26 -0.25 0.12 0.267
H -1.91702 2.43323 1.22961 0.25 0.05 0.22 0.100
H 0.19567 0.86320 4.19822 -0.24 0.44 -0.36 0.289
H -0.61287 3.14195 5.43476 0.21 0.15 -0.28 0.264
H 1.06392 2.82020 4.92975 -0.29 0.14 -0.18 0.334
H -0.00709 3.77780 3.85968 0.01 -0.48 0.24 0.310
```
Positions in Å, forces in eV/Å.

Summary:
Spin multiplicity   2
Net charge   -1
HOMO energy (spin up / spin down)   -1.76 / -2.72 eV


# 4
Formula: F18K4P3
Source: the Open Molecules 2025 dataset
Level of theory: wB97M-V/def2-TZVPD

XYZ file:
```
25
Properties=species:S:1:pos:R:3:forces:R:3:mulliken_charge:R:1
K -4.84474 8.52981 9.44097 0.06 0.22 -0.05 1.000
K -1.72128 9.82649 16.93837 0.22 0.38 0.09 1.001
K 3.10847 17.17785 12.96133 0.04 -0.25 0.32 1.002
K 3.28967 7.25662 11.13284 0.27 0.35 0.05 1.002
P -0.40396 12.14743 11.39567 3.12 2.26 0.69 1.143
F -0.29397 13.71965 10.82296 -1.29 -1.09 0.93 -0.377
F 1.21561 12.11657 11.09550 -0.27 -0.45 -0.18 -0.368
F -0.07957 12.62720 12.90176 -0.71 0.27 -0.09 -0.338
F -0.24408 10.62077 11.89419 -0.44 -1.31 0.54 -0.386
F -1.97835 12.11299 11.63904 -0.96 0.83 1.46 -0.353
F -0.77826 11.64801 9.98931 0.38 -1.01 -3.28 -0.324
P 8.32891 12.13995 13.38410 0.83 -0.71 1.61 1.136
F 7.34701 13.11577 12.54186 0.02 0.42 1.00 -0.349
F 7.16249 10.98749 13.81648 -0.93 1.88 0.31 -0.403
F 8.39043 11.28322 12.05346 1.12 -0.62 -1.54 -0.341
F 9.30373 11.16938 14.16280 0.63 -1.53 1.15 -0.335
F 9.74839 12.90390 13.07317 -1.36 1.32 -1.21 -0.348
F 8.13720 13.06660 14.75497 -0.58 -0.88 -1.47 -0.361
P 2.02188 15.76620 18.59872 0.09 0.87 1.29 1.157
F 2.81715 17.22520 18.70616 -0.67 -1.32 -0.10 -0.360
F 1.11564 16.37252 17.30475 0.52 -0.78 1.09 -0.396
F 3.08915 15.22024 17.57359 0.67 0.10 -1.40 -0.323
F 1.30939 14.31295 18.59610 -1.51 -0.07 -1.07 -0.365
F 2.92758 15.08369 19.77790 0.06 1.43 0.53 -0.363
F 0.89225 16.32122 19.64654 0.68 -0.33 -0.66 -0.351
```
Positions in Å, forces in eV/Å.

Summary:
Relative energy (zero: lowest compared OMol25 entry of this formula, charge and spin)   527.68 kJ/mol
Net charge   +1
HOMO energy   -10.63 eV


Largest force on an atom, respectively: 3.6, 5.9, 3.1, 3.9 eV/A.